No. 1
A cluster of 2 separate species, C16H17N in total. Source: the OMol25 dataset; level of theory: wB97M-V/def2-TZVPD.

```
34
Properties=species:S:1:pos:R:3:forces:R:3:lowdin_charge:R:1
C 0.073087 -3.604903 -3.114557 -0.335 -1.113 0.912 -0.070
C 0.474321 -2.477611 -2.186726 0.584 1.288 -1.332 -0.199
C -0.199993 -1.278835 -2.177460 1.435 -0.329 2.282 -0.036
N 0.292865 -0.406930 -1.131478 -1.843 -1.794 -3.367 0.073
C 1.300764 -1.086780 -0.590024 4.655 -0.163 2.495 -0.208
C 2.218112 -0.556921 0.377510 -0.393 -6.455 -1.881 -0.009
C 3.151107 -1.484921 0.851734 2.206 -1.370 0.175 -0.098
C 3.382808 -2.755516 0.210344 0.168 -0.443 0.353 -0.102
C 2.627639 -3.197973 -0.904241 3.458 -2.106 1.937 -0.081
C 1.646225 -2.392872 -1.228621 -7.434 4.503 -2.056 -0.132
H 0.373783 -3.739448 -4.170712 -1.195 1.784 -0.260 0.084
H -0.948697 -3.996067 -2.791275 1.214 0.535 -1.145 0.105
H 0.738394 -4.409849 -2.947236 0.704 -1.430 1.617 0.031
H -1.034538 -0.922128 -2.705444 -0.942 -0.029 -0.753 0.097
H -0.372328 0.259990 -0.761385 0.880 -0.027 0.438 0.113
H 2.322726 0.353263 0.721770 -0.408 4.720 1.617 0.045
H 3.920207 -1.252022 1.697874 -1.687 -0.094 -1.641 0.125
H 4.152186 -3.480185 0.579163 -0.586 1.111 -0.123 0.099
H 2.855978 -4.177847 -1.431437 -0.401 1.444 0.763 0.137
C -2.981958 1.627130 -0.131025 3.214 -0.117 0.413 -0.024
C -2.298838 2.442338 1.014428 -0.601 -2.337 -0.514 -0.263
C -1.711242 1.701659 2.037825 0.504 3.720 1.468 -0.051
C -0.970753 2.338003 3.081652 0.000 -0.273 -1.506 -0.085
C -0.694127 3.663376 2.884672 0.515 1.781 -0.396 -0.096
C -1.261691 4.401032 1.766914 1.091 -1.119 2.636 -0.071
C -2.158622 3.823093 0.919879 1.112 -1.021 -0.050 -0.069
H -3.765372 0.993619 0.183519 -1.130 -0.378 0.491 0.052
H -2.180327 0.843376 -0.555504 -1.778 2.036 0.461 0.096
H -3.297244 2.389643 -0.822210 -0.229 -0.376 -0.871 0.059
H -1.896030 0.719832 2.178138 -0.576 -3.274 -0.176 0.070
H -0.434836 1.828533 3.896042 -0.688 -0.105 -0.470 0.109
H 0.065277 4.117667 3.585356 -1.087 -0.087 -1.015 0.113
H -0.897809 5.378320 1.612198 0.060 1.132 -0.092 0.083
H -2.491075 4.339935 0.050317 -0.485 0.386 -0.412 0.102
```
Forces are in eV/Å.

## Properties
**LUMO**: 0.80 eV
**ΔE to the lowest compared entry with this formula, charge and spin**: 3.435 eV
**2S+1**: 1
**Frontier orbital gap**: 8.66 eV
**SMILES**: Cc1c[nH]c2ccccc12.Cc1ccccc1
**Total charge**: 0



No. 2
A cluster of 2 separate species, C16H17N in total. Source: the OMol25 dataset; level of theory: wB97M-V/def2-TZVPD.

```
34
Properties=species:S:1:pos:R:3:forces:R:3:lowdin_charge:R:1
C -2.269874 -3.678064 -1.089067 -1.201 1.436 -1.014 -0.013
C 0.285152 -3.759074 -0.509459 -0.328 0.601 0.305 0.068
C -1.025924 -3.217173 -0.408065 -0.554 0.203 0.381 -0.125
C 0.474670 -1.997531 0.856230 -2.020 0.961 -0.162 -0.171
C -0.888838 -2.085113 0.418390 -0.427 0.627 -0.473 -0.117
C 0.860720 -0.946034 1.649879 1.918 0.667 -0.793 0.027
C -1.852828 -1.044209 0.715893 1.555 -2.389 -0.209 0.048
C -0.074469 0.021763 1.959455 -2.203 -0.708 1.221 -0.005
C -1.449637 -0.195873 1.702913 -0.180 1.788 -0.325 -0.044
N 1.139768 -3.003315 0.196863 0.662 -1.432 -0.441 0.143
H 0.527524 -4.617953 -1.093518 0.626 -0.315 -0.126 0.149
H 2.138717 -3.128916 0.194952 0.089 -0.146 0.136 0.183
H -3.236500 -3.371135 -0.672095 0.401 -0.525 1.433 0.093
H -2.431984 -4.678357 -1.495742 0.792 0.095 0.248 0.098
H 1.895161 -0.683499 1.874186 -0.085 -0.558 -0.015 0.134
H -2.726260 -1.056585 0.074416 -0.503 0.280 0.842 0.132
H 0.098199 0.919831 2.545965 0.676 -0.271 -0.127 0.132
H -2.139695 0.492416 2.167924 -0.114 0.282 -0.330 0.119
H -2.479982 -2.947108 -1.896430 0.930 -0.459 -0.654 0.111
C 0.257698 1.056629 -1.912279 -1.594 -0.384 -0.136 -0.053
C 1.452027 3.973403 0.962576 1.949 -1.053 0.401 -0.102
C 2.319525 2.940533 0.562057 -0.916 -0.562 -0.934 -0.078
C 0.304858 4.223672 0.251017 -1.426 -0.516 1.259 -0.084
C 1.885411 2.083128 -0.458554 0.056 0.279 0.667 -0.070
C -0.187570 3.279861 -0.664598 0.562 0.921 -0.664 -0.044
C 0.593472 2.187630 -1.003992 1.403 -0.085 0.107 -0.298
H 1.830270 4.418980 1.879479 -0.718 0.930 -0.316 0.106
H 3.274043 2.780210 1.056550 -0.139 0.115 -0.104 0.102
H -0.396832 4.969463 0.636526 0.402 0.122 -0.491 0.111
H 2.500071 1.274395 -0.864400 0.069 0.276 0.415 0.107
H -1.066271 3.575177 -1.234913 -0.165 -0.548 0.263 0.115
H -0.209138 0.239915 -1.321966 0.374 0.173 -0.177 0.067
H 1.113886 0.657294 -2.447642 0.089 0.059 0.043 0.079
H -0.515372 1.315640 -2.632551 0.023 0.134 -0.233 0.081
```
Forces are in eV/Å.

## Properties
**LUMO (spin up / spin down)**: -3.64 / -6.85 eV
**ΔE to the lowest compared entry with this formula, charge and spin**: 1.363 eV
**2S+1**: 2
**⟨S²⟩**: 0.778
**Frontier orbital gap (spin up / spin down)**: 7.87 / 4.65 eV
**Total charge**: +1



No. 3
A structure of composition C16H17N4O5STi. Source: the OMol25 dataset; level of theory: wB97M-V/def2-TZVPD.

```
44
Properties=species:S:1:pos:R:3:forces:R:3:lowdin_charge:R:1
Ti -0.859980 0.294504 -0.064637 0.527 -0.768 2.054 1.063
N -1.017962 -0.189001 2.003537 0.135 -0.253 0.391 -0.003
C 0.218954 -0.946725 2.350392 0.215 -0.462 -0.129 -0.091
C 0.665550 -1.763377 1.122941 0.151 0.097 0.526 -0.485
O 1.140458 -2.865114 1.216111 -0.042 0.044 -0.028 0.128
N 0.411286 -1.071095 -0.033522 0.998 -1.326 -0.242 -0.098
C 0.337504 -1.824190 -1.283522 -0.239 0.011 0.128 -0.054
C -1.076456 -1.562905 -1.847979 0.678 -1.020 -0.903 -0.512
O -1.441719 -1.862912 -2.940382 -0.076 0.082 0.286 0.168
O -1.828150 -0.886056 -0.951866 -1.466 -0.649 -0.895 -0.120
H -1.156135 0.592577 2.635116 -0.070 0.064 0.047 0.124
H -1.821828 -0.803907 2.110729 -0.076 -0.005 0.114 0.133
H 0.074875 -1.627165 3.186442 -0.055 0.061 0.038 0.137
H 1.016430 -0.250983 2.599284 -0.030 0.057 0.051 0.109
H 0.494494 -2.888631 -1.101921 -0.022 -0.029 -0.037 0.141
H 1.063357 -1.485296 -2.021159 0.002 0.001 -0.016 0.142
C -4.864210 -0.244801 -5.766725 -0.028 -0.014 -0.021 -0.028
C -4.132243 0.460673 -4.666834 0.013 0.020 0.068 -0.234
C -4.540433 0.294462 -3.342117 -0.014 0.023 -0.035 -0.006
C -3.846013 0.875343 -2.301397 -0.063 0.143 0.061 -0.045
C -2.737773 1.656499 -2.603830 0.177 -0.010 0.267 -0.301
C -2.332797 1.880851 -3.913065 0.099 0.150 0.043 -0.034
C -3.037232 1.280509 -4.937921 0.008 0.027 0.031 -0.005
S -1.712727 2.287521 -1.335719 0.053 1.000 -0.907 0.729
O -1.526307 3.696337 -1.339730 -0.173 0.040 -0.061 -0.204
O -2.179242 1.709737 -0.016876 -1.373 0.992 -0.255 -0.357
N -0.276910 1.476323 -1.531334 -0.628 0.552 -0.562 -0.148
C 0.721911 2.068929 -0.724265 0.639 0.738 0.304 -0.391
C 1.703093 2.930949 -1.184769 -0.091 -0.129 -0.179 0.037
C 2.601620 3.436922 -0.265406 -0.054 -0.041 0.072 -0.003
C 2.485780 3.077651 1.075192 0.024 0.033 -0.082 -0.016
C 1.482126 2.211073 1.447326 0.028 -0.057 0.119 -0.077
N 0.613642 1.706550 0.563592 0.719 0.836 -0.174 0.025
H -4.936598 -1.309126 -5.540986 -0.016 0.000 -0.029 0.093
H -4.359879 -0.129214 -6.723525 -0.008 0.013 -0.001 0.083
H -5.880522 0.140880 -5.863311 0.007 0.001 -0.001 0.095
H -5.408860 -0.313956 -3.124650 0.016 -0.025 -0.001 0.130
H -4.162014 0.739035 -1.277475 0.034 -0.073 0.008 0.121
H -1.480126 2.517937 -4.113513 0.008 -0.071 -0.074 0.126
H -2.725844 1.445029 -5.960780 -0.004 -0.034 -0.010 0.125
H 1.737119 3.184351 -2.234671 0.008 0.014 0.015 0.135
H 3.378799 4.118218 -0.583662 0.007 -0.003 0.003 0.127
H 3.165209 3.472399 1.816181 -0.024 -0.013 0.026 0.121
H 1.355362 1.924473 2.483710 0.006 -0.019 -0.006 0.119
```
Forces are in eV/Å.

## Properties
**LUMO**: -4.25 eV
**ΔE to the lowest compared entry with this formula, charge and spin**: 1.034 eV
**2S+1**: 1
**Frontier orbital gap**: 8.27 eV
**Total charge**: +1



> Look up the ΔE to the lowest compared entry with this formula, charge and spin of the first one.

3.435 eV